Density functional theory data (wB97M-V/def2-TZVPD) for the ion C7H13ClN2O with charge +2 in a non-equilibrium geometry.

XYZ file:
```
24
Properties=species:S:1:pos:R:3:forces:R:3:lowdin_charge:R:1
C -2.2697 -1.4362 -0.1746 1.8185 2.7445 2.4032 -0.068
C -2.7108 -0.2207 0.1486 5.2131 0.0254 2.0034 -0.561
C -0.1180 -1.1500 -0.4156 -1.1410 -0.8079 -0.0450 -0.225
C -0.9558 -2.0754 0.3498 0.0255 -1.2111 -4.3591 -0.011
C -1.0311 0.5514 1.1369 -4.6717 -1.2748 -0.7461 0.087
C 1.3050 0.0367 0.6978 1.9459 0.3279 2.3835 0.057
C 0.2036 2.4024 -0.6762 3.1774 2.0637 -3.4023 0.004
N 0.5311 -1.5629 -1.4791 -0.6859 0.9630 0.5505 0.302
N -0.0608 0.2544 0.0947 1.5323 -3.8026 -0.9417 -0.288
O -0.0578 1.0120 -1.0664 -0.1957 2.3941 0.9579 -0.031
Cl -3.9809 0.7127 -0.1330 -1.0552 0.5902 -0.1262 0.939
H -2.7884 -1.9776 -0.7967 -2.7703 -3.1036 -3.4098 0.081
H -1.0296 -2.0301 1.3576 0.6052 -0.3610 3.1358 0.095
H -0.7689 -3.0915 -0.1807 -0.8091 1.4203 1.6989 0.195
H -1.2695 1.6263 1.1695 0.4480 -0.8077 0.5260 0.117
H -0.9832 -0.1068 2.0858 0.4034 1.6273 -1.6754 0.169
H 1.5745 1.0186 1.0958 -0.0952 -0.4173 0.8122 0.122
H 1.3145 -0.8512 1.4825 -0.3468 2.1781 -1.4122 0.192
H 2.1181 -0.1489 0.0033 -0.5229 -0.2577 -0.7060 0.126
H 0.2084 3.0933 -1.5950 -0.6422 -1.6861 0.7310 0.155
H 1.2806 2.6057 -0.4176 -0.9685 -0.9149 0.3647 0.126
H -0.4423 2.8909 -0.0188 -1.3294 -0.0021 1.2055 0.071
H 0.8488 -2.5211 -1.5312 -0.3751 -0.3288 -0.0029 0.174
H 0.6145 -1.0429 -2.3408 0.4398 0.6409 0.0544 0.173
```
Positions in Å, forces in eV/Å.

The charge is +2. The molecular weight is 176.6 g mol⁻¹. The total energy is -918.5526 a.u. Its lowest unoccupied orbital energy is -9.22 eV. The calculation puts the HOMO-LUMO gap at 0.3157 Eh.

***

Density functional theory data (wB97M-V/def2-TZVPD) for the molecule C7H13ClO3S in a non-equilibrium geometry.

XYZ file:
```
25
Properties=species:S:1:pos:R:3:forces:R:3:lowdin_charge:R:1
C -1.8292 0.1909 2.0486 0.1008 0.1936 0.0448 -0.142
C -2.1362 0.6566 0.6464 0.2102 0.3023 0.2398 -0.693
Cl -2.5066 2.4251 0.7672 -0.2176 0.0048 -0.1616 0.606
C -1.0093 0.4998 -0.3770 -0.5002 -0.3771 0.1730 -0.215
C -0.1654 -0.7820 -0.2706 0.1115 0.7569 -0.5885 -0.321
C 0.5019 -1.0401 -1.6261 0.0388 -0.0830 0.6126 -0.152
C 1.4414 0.0679 -2.0165 -0.1346 -0.0713 -0.7719 -0.192
O 2.5833 0.1589 -1.1440 -0.2660 -0.0684 0.2962 -0.200
S 2.2398 0.4637 0.3754 -0.0587 0.0802 0.8431 0.597
O 1.7533 1.7890 0.5444 -0.7023 0.5292 -0.5733 -0.249
O 3.3765 0.1127 1.1362 1.0258 -0.5851 0.1739 -0.249
C 0.9772 -0.7349 0.7442 -0.1121 -0.4508 -0.4877 -0.176
H -2.6436 0.4442 2.7142 -0.2326 -0.0403 0.1030 0.073
H -0.9529 0.7137 2.4112 0.2479 0.0482 0.1618 0.077
H -1.6633 -0.8796 2.0924 0.0407 -0.2565 -0.0279 0.080
H -3.0569 0.2034 0.3039 -0.1451 -0.1300 -0.1723 0.095
H -1.4789 0.4784 -1.3564 -0.0993 0.1380 -0.2378 0.120
H -0.4057 1.3955 -0.3440 0.3059 0.0656 0.1152 0.076
H -0.8167 -1.6270 -0.0748 -0.0899 -0.2098 0.3345 0.145
H -0.2399 -1.1515 -2.4064 -0.1787 -0.0942 -0.2120 0.127
H 1.0754 -1.9583 -1.5316 0.0637 -0.2710 -0.2887 0.127
H 1.8419 -0.1599 -2.9953 0.3285 0.0774 -0.1405 0.130
H 0.9242 1.0194 -2.0981 0.0941 0.2744 0.2015 0.126
H 0.6737 -0.6101 1.7708 0.0182 0.3681 0.2712 0.097
H 1.5159 -1.6755 0.6858 0.1511 -0.2012 0.0914 0.114
```
Positions in Å, forces in eV/Å.

The molecular weight is 212.7 g mol⁻¹. The total energy is -1358.6174 a.u. Its lowest unoccupied orbital energy is 0.53 eV. The calculation puts the HOMO-LUMO gap at 0.4148 Eh. The SMILES is C[C@@H](Cl)C[C@H]1CCOS(=O)(=O)C1.

***

Density functional theory data (wB97M-V/def2-TZVPD) for the ion C7H13F2N2 with charge +1 in a non-equilibrium geometry.

XYZ file:
```
24
Properties=species:S:1:pos:R:3:forces:R:3:lowdin_charge:R:1
N -1.7351 0.5647 1.8124 -1.0120 2.2200 -5.7742 0.012
C -0.9406 1.7518 1.1126 -0.1767 -4.6431 1.4815 -0.156
C 0.5744 1.5710 1.1935 0.6842 -1.5038 0.1419 -0.117
C 0.9998 0.0314 1.1328 -1.6734 1.8920 2.7382 -0.094
N 0.4917 -0.5456 -0.0815 -0.3776 -1.2830 0.2429 0.048
C -0.6556 -1.0859 -0.3500 0.0428 -0.0256 0.7761 0.065
C -0.6645 -1.6392 -1.7377 -2.0652 -1.3658 0.1498 -0.071
C 0.5559 -0.9355 -2.3600 -2.2108 1.1894 1.2281 -0.022
C 1.4374 -0.6010 -1.2096 -0.8173 -2.3326 -0.0905 -0.564
F 2.3464 -1.5786 -1.0338 0.1268 -0.2267 0.6914 0.165
F 2.0666 0.5180 -1.1994 1.2897 2.1717 -0.7179 0.213
H -1.4766 0.3543 2.6823 1.2422 -0.5147 4.3420 0.004
H -2.7624 0.6859 1.7479 1.1393 0.2061 0.2160 0.099
H -1.1516 2.6130 1.5814 -0.9892 3.2225 1.5856 0.066
H -1.3251 1.7982 0.1307 -0.2167 -0.0641 -1.2147 0.096
H 1.0003 2.0521 0.3352 0.3427 0.4547 -0.3728 0.095
H 1.0390 2.0404 2.0884 -0.5011 -0.4684 -0.4567 0.135
H 2.0287 -0.1760 1.2943 1.1941 0.2450 -0.8524 0.126
H 0.6275 -0.3990 2.0893 -0.5746 -0.3051 -1.1543 0.142
H -1.4156 -1.1002 0.4812 0.6872 0.0727 -0.9552 0.156
H -1.7126 -1.6346 -2.2905 2.2858 0.5567 1.1143 0.178
H -0.5498 -2.7824 -1.5549 0.2699 1.6530 -0.4317 0.176
H 0.9339 -1.5185 -3.0923 1.8736 -1.6730 -2.1902 0.105
H 0.2881 0.0155 -2.7723 -0.5636 0.5220 -0.4973 0.144
```
Positions in Å, forces in eV/Å.

The charge is +1. The molecular weight is 163.2 g mol⁻¹. The total energy is -583.4789 a.u. Its lowest unoccupied orbital energy is -4.35 eV. The calculation puts the HOMO-LUMO gap at 0.3326 Eh. The SMILES is NCCC[N+]1=CCCC1(F)F.

***

Density functional theory data (wB97M-V/def2-TZVPD) for a structure of composition C7H13F6N3O13S2V in a non-equilibrium geometry.

XYZ file:
```
45
Properties=species:S:1:pos:R:3:forces:R:3:lowdin_charge:R:1
O 24.6592 -4.3601 -28.3841 1.5526 -0.0310 -1.0241 -0.339
V 26.1259 -4.6204 -28.9878 0.0999 1.6892 1.2571 0.913
O 26.5004 -3.5366 -30.1164 -1.0566 -1.0750 1.2522 -0.335
C 29.0554 -4.3511 -26.0581 -0.4440 -0.0029 0.1303 0.015
C 27.9741 -4.2805 -27.1139 -0.4241 -0.0260 0.3617 -0.694
O 28.1706 -4.8073 -28.2566 -0.5663 -0.0465 -0.1211 -0.103
O 26.8460 -3.8014 -26.8328 0.1902 -0.2814 -0.9888 -0.020
H 28.8703 -3.6645 -25.2346 -0.0957 0.2616 -0.2427 0.080
H 30.0433 -4.1857 -26.4763 0.0539 -0.2402 -0.0192 0.084
H 28.9486 -5.3451 -25.6103 0.3772 -0.0623 -0.2492 0.086
C 23.3785 -6.0931 -31.0621 0.0417 -0.4229 -0.4648 -0.683
F 22.8117 -6.8084 -30.1027 -0.1995 0.1839 -0.0347 0.157
F 22.7492 -6.3356 -32.2301 -0.0989 0.1818 0.3633 0.123
F 23.3091 -4.8014 -30.7959 -0.2195 -0.0345 0.0330 0.148
S 25.1194 -6.6269 -31.3149 0.2510 1.6441 0.7722 0.637
O 25.0466 -7.8932 -31.9400 -0.0104 -0.7282 0.1524 -0.234
O 25.7243 -5.5236 -31.9954 0.0308 -0.0790 -0.1136 -0.276
N 25.6471 -6.6053 -29.7093 -0.0436 -0.0912 -1.5274 -0.347
S 26.0764 -8.1184 -29.3031 1.2142 -1.1464 -0.0422 0.612
O 24.9788 -8.9864 -29.0183 -0.3409 0.3390 0.1114 -0.257
O 27.1137 -8.5814 -30.1778 -0.0329 -0.0637 0.2044 -0.268
C 26.9602 -7.9274 -27.6839 0.1158 0.4236 -0.1487 -0.678
F 27.1088 -9.1407 -27.1649 0.0153 -0.0853 -0.0498 0.150
F 28.1602 -7.3759 -27.8513 -0.2867 -0.3917 0.0739 0.140
F 26.2585 -7.1839 -26.8325 -0.1268 0.2698 0.1730 0.144
C 28.9293 -4.8558 -32.4290 0.1951 0.3267 -0.1973 -0.154
O 28.6180 -5.9334 -33.2996 0.2542 0.0795 -0.1053 -0.122
H 28.5736 -5.0305 -31.4152 -0.1588 0.0849 0.0566 0.062
H 30.0128 -4.7163 -32.3877 -0.0296 -0.3556 -0.0790 0.079
H 28.5471 -3.9058 -32.8203 -0.2007 -0.0718 0.1981 0.067
H 27.6846 -5.8692 -33.5190 -0.0800 -0.0677 0.1914 0.051
C 25.7817 -1.4588 -32.4486 -0.2660 0.1301 0.6703 0.041
N 27.2207 -1.2502 -32.7411 -0.0605 -0.0434 0.0757 -0.445
O 27.9873 -1.2064 -31.8017 0.0037 0.0562 -0.0684 0.053
O 27.5380 -1.1357 -33.9067 0.1116 -0.0309 -0.1419 0.055
H 25.5879 -1.0086 -31.4794 0.0331 0.0243 -0.0078 0.095
H 25.5857 -2.5231 -32.3335 0.1849 -0.0627 -0.2241 0.087
H 25.1950 -0.9885 -33.2260 0.0485 -0.1310 -0.1902 0.092
C 28.2848 -0.6598 -28.6035 1.3233 -0.2507 -0.0075 0.053
N 28.9304 -0.5859 -27.2518 -0.0590 0.2277 -0.1963 -0.452
O 28.2141 -0.5611 -26.2803 -0.1975 0.0414 0.2527 0.064
O 30.1484 -0.5776 -27.2177 -0.0810 -0.0710 -0.0271 0.042
H 27.3506 -0.1229 -28.6179 -0.2583 -0.2329 0.1881 0.098
H 28.2475 -1.7283 -28.8144 -0.5795 0.0638 -0.1161 0.089
H 29.0243 -0.2373 -29.2768 -0.1800 0.0983 -0.1304 0.089
```
Positions in Å, forces in eV/Å.

The charge is -1. The molecular weight is 576.3 g mol⁻¹. The total energy is -3756.4400 a.u. Its lowest unoccupied orbital energy is 1.89 eV. The calculation puts the HOMO-LUMO gap at 0.3473 Eh.

***

Density functional theory data (wB97M-V/def2-TZVPD) for the molecule C7H13IN2O2 in a non-equilibrium geometry.

XYZ file:
```
25
Properties=species:S:1:pos:R:3:forces:R:3:lowdin_charge:R:1
C 0.6079 -2.4070 1.6361 1.5913 -2.6574 -1.8155 -0.139
C 0.0741 -2.1263 0.2396 2.5929 1.8456 0.2329 -0.316
C -0.3766 -0.6688 0.1739 -0.2887 -1.2845 0.5998 -0.641
I -2.2963 -0.8375 1.3595 -0.1179 0.5811 -0.5483 0.877
N 0.4202 0.2496 0.9313 -0.6886 0.1828 2.1812 0.029
C 1.4239 0.9927 0.4292 1.7096 0.8684 -1.8295 -0.519
C 1.9524 2.1730 1.2058 -3.3845 -0.5473 -0.3304 0.029
O 1.8829 0.7907 -0.6768 -0.2340 -0.3858 -0.4563 0.086
C -0.6313 -0.2735 -1.2934 -1.3890 2.0933 0.2204 -0.521
O -0.3992 -1.0260 -2.1944 0.0701 -0.3563 -0.4259 0.106
N -1.2497 0.9715 -1.4094 0.5376 -0.1686 -0.1316 0.007
C -1.9884 1.3957 -2.6198 -1.1895 -1.5987 1.1502 -0.050
H 0.6653 -3.5471 1.7562 0.1517 1.6461 0.0595 0.109
H 1.6328 -1.9876 1.5772 -0.5601 -0.3060 1.0077 0.088
H -0.0277 -2.0296 2.3808 -0.4758 0.5701 1.2406 -0.017
H 0.9365 -2.1703 -0.4634 -0.5852 -0.2164 0.2318 0.136
H -0.6614 -2.7751 -0.0895 -1.4844 -1.1334 -0.6743 0.069
H 0.3855 0.2236 1.9746 -0.4066 -0.0476 -1.5114 0.141
H 1.7930 3.0780 0.6628 0.5414 0.4003 -0.8984 0.092
H 2.8736 2.0380 1.6043 3.0318 -0.3112 0.6801 0.054
H 1.2863 2.3130 2.0043 -0.8537 0.2265 1.6881 0.058
H -1.5130 1.3280 -0.5149 -0.2107 0.5204 0.2279 0.074
H -1.6197 2.2124 -3.2347 0.8650 -0.5374 -0.0733 0.078
H -2.1354 0.3871 -3.0194 0.2601 0.6568 -1.5159 0.084
H -3.0359 1.6954 -2.4199 0.5171 -0.0408 0.6906 0.084
```
Positions in Å, forces in eV/Å.

The molecular weight is 284.1 g mol⁻¹. The total energy is -832.1968 a.u. Its lowest unoccupied orbital energy is -0.30 eV. The calculation puts the HOMO-LUMO gap at 0.3436 Eh. The SMILES is CC[C@@](I)(NC(C)=O)C(=O)NC.

***

Q: What is the lowest unoccupied orbital energy in the third record?
A: -4.35 eV